Version P
23
Properties=species:S:1:pos:R:3 method="wB97M-V/def2-TZVPD" spin_multiplicity=1 total_charge=+1
C 0.2729 -1.8192 -0.7084
C -0.9376 -0.9944 -0.3763
N -0.4339 0.4149 -0.0332
C 0.0689 1.2810 -1.1274
C -1.6915 -1.4900 0.8529
H 0.8632 -2.0545 0.1644
H -0.0991 -2.7972 -1.0577
H 0.7179 -1.3979 -1.6186
H -1.5871 -0.8476 -1.2145
H 0.3059 0.3612 0.6668
H -1.2089 0.9162 0.4041
H 0.2367 2.2616 -0.7092
H -0.5710 1.1557 -1.9796
H 1.0611 0.9755 -1.4150
H -1.0234 -1.7282 1.6726
H -2.5420 -0.8493 1.0758
H -2.1115 -2.4438 0.5474
H -1.4938 2.9580 1.9797
H -0.8833 4.2044 1.3193
O -0.9165 3.2361 1.2618
H 4.6933 -0.7896 0.3308
H 3.4775 -0.1210 -0.4394
O 3.8024 -0.4320 0.4036



Version Q
23
Properties=species:S:1:pos:R:3 method="wB97M-V/def2-TZVPD" spin_multiplicity=1 total_charge=+1
C -1.7828 0.4247 -0.4441
C -0.4653 1.1441 0.0114
C -0.8524 2.5469 0.4384
C 0.2683 0.4155 1.0783
N -1.3764 -0.9613 -1.0004
H -2.5864 0.2578 0.2688
H -2.1949 0.9583 -1.3540
H 0.3272 1.2812 -0.7663
H -1.6177 2.4743 1.2545
H -0.0407 3.1297 0.8527
H -1.2993 3.0860 -0.4032
H 0.9422 -0.4094 0.8126
H -0.3610 -0.0552 1.8299
H 0.9349 1.1918 1.5191
H -0.9474 -1.5604 -0.2411
H -2.2131 -1.5087 -1.2144
H -0.8110 -0.7292 -1.8227
H -1.4624 -3.1476 1.1845
H -0.9621 -1.9879 2.0430
O -1.5642 -2.1938 1.3179
H 5.5818 -1.6102 -2.4159
H 6.4496 -0.9532 -1.3625
O 6.0332 -1.7934 -1.5863



Of them, the most stable is version P and the least stable is version Q.



Version P
9
Properties=species:S:1:pos:R:3 method="wB97M-V/def2-TZVPD" spin_multiplicity=1
C 1.4104 0.9825 0.3346
C -1.0788 0.3123 -0.0365
P -0.3003 -1.2123 0.3647
S 2.4982 -0.2083 0.2646
H 1.6381 1.9604 0.0391
H -1.3083 0.6099 -1.0193
H -1.2859 1.0581 0.7383
H -0.0036 -1.3524 -0.8951
H -1.5698 -2.1501 0.2097



Version Q
9
Properties=species:S:1:pos:R:3 method="wB97M-V/def2-TZVPD" spin_multiplicity=1 smiles="CC(P)=S"
C 0.6068 1.0987 -0.2480
C -0.3913 0.0488 -0.0964
P 0.0705 -1.6317 -0.0362
S -2.1454 0.4278 -0.0540
H 1.2333 0.7079 -1.2252
H 0.3967 2.1481 -0.2061
H 1.3019 1.0759 0.4999
H 0.1410 -1.6465 1.3792
H -1.2135 -2.2291 -0.0132



Of them, the most stable is version Q and the least stable is version P.



Version P
41
Properties=species:S:1:pos:R:3 method="wB97M-V/def2-TZVPD" spin_multiplicity=1 smiles="CC(C)NC(=O)COCc1cc(-c2ccc3c(c2)OCO3)on1"
C -5.5314 -1.9884 -0.2012
C -4.2363 -1.4991 0.4415
C -4.4774 -0.9910 1.8617
N -3.6517 -0.4503 -0.3701
C -2.4165 -0.4997 -0.8948
O -1.6480 -1.4308 -0.7654
C -2.0619 0.7653 -1.6860
O -2.4434 1.9517 -1.0228
C -1.8113 2.1670 0.2285
C -0.3173 2.1611 0.1742
C 0.5433 1.0380 0.1379
C 1.8031 1.5879 0.0972
C 3.1222 0.9920 0.0429
C 4.2505 1.8094 0.0742
C 5.5353 1.2830 0.0248
C 5.6492 -0.0846 -0.0570
C 4.5208 -0.9111 -0.0901
C 3.2490 -0.4050 -0.0423
O 4.9209 -2.2167 -0.1733
C 6.3314 -2.1916 -0.1943
O 6.7762 -0.8531 -0.1187
O 1.6828 2.9309 0.1164
N 0.3786 3.2704 0.1613
H -5.9473 -2.8101 0.3749
H -5.3430 -2.3351 -1.2141
H -6.2641 -1.1844 -0.2371
H -3.4986 -2.3081 0.4562
H -4.8937 -1.7839 2.4767
H -3.5440 -0.6603 2.3113
H -5.1759 -0.1561 1.8524
H -4.1938 0.3897 -0.5147
H -2.6215 0.7653 -2.6261
H -0.9903 0.7511 -1.9177
H -2.1548 3.1523 0.5487
H -2.1360 1.4055 0.9541
H 0.2622 0.0059 0.1412
H 4.1153 2.8773 0.1387
H 6.4071 1.9144 0.0491
H 2.3901 -1.0519 -0.0743
H 6.7244 -2.7590 0.6642
H 6.6958 -2.6481 -1.1285



Version Q
41
Properties=species:S:1:pos:R:3 method="wB97M-V/def2-TZVPD" spin_multiplicity=1 smiles="CCOC(=O)CC(=O)COc1nc2cc3c(nc2o1)CCCC3"
C -5.3278 -2.8324 1.2344
C -4.7594 -2.7420 -0.1735
O -4.7850 -1.3929 -0.6551
C -3.7742 -0.6027 -0.3162
O -2.8270 -0.9374 0.3417
C -3.9882 0.7905 -0.8983
C -3.6414 1.8387 0.1315
O -4.4637 2.5122 0.6899
C -2.1636 1.9372 0.4614
O -1.3717 1.5164 -0.6392
C -0.1696 1.0721 -0.3238
N 0.3757 1.0584 0.8426
C 1.6212 0.5051 0.6220
C 2.6983 0.2223 1.4462
C 3.8046 -0.3372 0.8273
C 3.7974 -0.5758 -0.5557
N 2.7748 -0.3002 -1.3577
C 1.7322 0.2196 -0.7528
O 0.5647 0.5926 -1.3505
C 5.0353 -1.1662 -1.1462
C 6.2721 -0.3752 -0.6949
C 6.2594 -0.0490 0.8105
C 5.0710 -0.6861 1.5429
H -5.3606 -3.8719 1.5472
H -4.7004 -2.2762 1.9266
H -6.3337 -2.4208 1.2608
H -3.7274 -3.1059 -0.1937
H -5.3687 -3.3048 -0.8832
H -5.0259 0.8902 -1.2142
H -3.3127 0.8950 -1.7493
H -1.9630 1.2828 1.3209
H -1.9073 2.9635 0.7471
H 2.6726 0.4271 2.5050
H 4.9573 -1.1710 -2.2323
H 5.1250 -2.2015 -0.8051
H 7.1629 -0.9508 -0.9497
H 6.3108 0.5538 -1.2648
H 6.1984 1.0319 0.9481
H 7.1855 -0.3855 1.2784
H 5.1941 -1.7728 1.5537
H 5.0387 -0.3396 2.5767



Of them, the most stable is version Q and the least stable is version P.



Version P
31
Properties=species:S:1:pos:R:3 method="wB97M-V/def2-TZVPD" spin_multiplicity=1 smiles="C[C@@H](O)[C@H](NC(=O)[C@@H]1CCCN1)C(=O)O"
C -0.9981 1.7146 1.4215
C -2.1466 1.2608 0.5061
O -1.9658 1.8812 -0.7130
C -2.0054 -0.2643 0.3666
N -0.7880 -0.6807 -0.3201
C 0.2564 -1.2468 0.3609
O 0.1634 -1.7083 1.4902
C 1.5204 -1.2935 -0.4484
C 2.7410 -1.0205 0.4310
C 3.2835 0.3549 -0.0095
C 2.1800 0.9240 -1.0076
N 1.5326 -0.3152 -1.5190
C -3.2520 -0.8806 -0.2942
O -4.0898 -0.2263 -0.8794
O -3.1869 -2.2478 -0.2909
H -1.0233 1.1285 2.3585
H 0.0040 1.6749 0.9661
H -1.0978 2.7479 1.7397
H -3.0879 1.4155 1.0048
H -2.8123 1.7145 -1.1874
H -1.9777 -0.7535 1.3549
H -0.6188 -0.0727 -1.1425
H 1.5345 -2.2978 -0.9525
H 2.4747 -0.9611 1.5040
H 3.4713 -1.8177 0.3550
H 4.2188 0.2256 -0.5518
H 3.4813 0.9791 0.8496
H 2.5014 1.5708 -1.7928
H 1.4320 1.4866 -0.3739
H 2.0988 -0.6720 -2.2875
H -3.8439 -2.6204 -0.9386



Version Q
31
Properties=species:S:1:pos:R:3 method="wB97M-V/def2-TZVPD" spin_multiplicity=1
C 0.0104 1.1813 0.0284
C -3.5459 0.4744 -0.2071
C -1.7824 -1.2923 -0.8900
C -2.0234 -0.2303 0.1460
C 0.7442 -1.1294 -0.0702
C 0.4312 2.5916 -0.1258
C -2.1916 -0.7926 1.5896
C 1.5039 -1.7403 -1.2395
C 2.4313 0.5389 0.1749
N -1.2394 0.9470 0.0083
N 1.0242 0.2616 0.1568
O -3.4625 1.8027 -0.4293
O -4.5993 -0.0837 -0.2834
O -2.3832 -2.5176 -0.7566
O 0.9077 -1.7988 1.1618
H -1.2533 -1.0128 -1.7117
H -0.0600 3.0213 -0.9855
H 1.5047 2.8404 -0.2349
H -0.0192 3.2140 0.6880
H -2.2980 0.1322 2.2592
H -1.3585 -1.4043 1.8059
H -3.1125 -1.4442 1.6255
H 2.5250 -1.4753 -1.1028
H 1.1656 -1.3837 -2.1969
H 1.4376 -2.8838 -1.1881
H 3.0718 -0.2331 0.6575
H 2.5411 1.5657 0.5715
H 2.8994 0.3870 -0.7469
H -2.5385 2.0769 -0.0947
H -2.8643 -2.7325 0.1052
H 1.1261 -1.1594 1.7631



Of them, the most stable is version P and the least stable is version Q.